# 1
Entry from OMol25: an isolated ion of composition C6H15N and charge +1 at a distorted geometry (ωB97M-V/def2-TZVPD).

The geometry in XYZ format:
```
22
Properties=species:S:1:pos:R:3:forces:R:3:mulliken_spin:R:1
C -1.793106 0.230049 -2.617835 -0.16 -0.63 -0.36 0.000
C -0.455766 -0.445749 -2.257531 -1.09 -0.21 0.60 0.002
C 0.411443 0.358351 -1.307280 0.08 0.25 -0.19 0.009
C -0.183061 0.623676 0.078349 0.31 0.65 0.05 0.002
C -0.062412 -0.560920 1.034406 -1.74 0.29 -0.73 0.098
C 1.204445 -0.553546 1.939382 1.01 -0.91 -0.76 0.073
N 0.987179 0.273705 3.034431 -1.45 0.11 -0.08 0.774
H -1.796093 0.638612 -3.626878 0.19 0.38 0.15 0.000
H -2.120975 0.971644 -1.896895 0.10 0.27 -0.02 0.000
H -2.584016 -0.521918 -2.643603 0.00 -0.01 0.06 0.000
H 0.054149 -0.752788 -3.157484 0.43 0.16 -0.21 0.000
H -0.719769 -1.383210 -1.768346 0.12 -0.27 0.15 -0.002
H 0.640757 1.317721 -1.749168 0.01 0.37 -0.24 0.002
H 1.378833 -0.120677 -1.187707 0.29 -0.24 0.08 0.001
H 0.318243 1.531258 0.440590 0.28 -0.20 0.40 0.003
H -1.205961 0.993756 0.044100 -0.26 -0.42 -0.24 0.005
H -0.088610 -1.476217 0.439784 0.73 -0.23 0.12 0.032
H -0.987665 -0.672436 1.603998 0.24 0.17 0.50 -0.006
H 1.507580 -1.555769 2.215850 -0.09 -0.05 0.39 -0.006
H 1.987838 -0.156009 1.283914 0.06 0.28 0.04 0.044
H 0.538958 1.168083 2.820009 0.50 0.21 0.18 -0.014
H 0.666779 -0.131687 3.914618 0.44 0.04 0.13 -0.018
```
Positions in Å, forces in eV/Å.

2S+1: 2
Total charge: +1
Kohn-Sham gap (spin up / spin down) (eV): 11.0 / 5.8
Relative energy (zero: lowest compared OMol25 entry of this formula, charge and spin) (kcal/mol): 23.8
Highest occupied orbital energy (spin up / spin down) (Ha): -0.5276 / -0.5275


# 2
Entry from OMol25: a 2-piece molecular cluster, C6H15N2 overall at a distorted geometry (ωB97M-V/def2-TZVPD).

The geometry in XYZ format:
```
23
Properties=species:S:1:pos:R:3:forces:R:3:nbo_charge:R:1
C 1.502015 1.691081 0.529445 -2.58 -0.61 2.16 -0.105
C -2.447224 0.049260 -0.994725 5.26 -1.09 0.09 -0.586
C 2.169748 -1.547618 0.184788 -1.97 -0.52 -0.92 -0.626
C -2.238067 0.160463 0.466658 0.23 1.26 1.76 -0.537
C 1.648530 -0.538587 -0.827581 -0.21 0.80 -0.11 -0.234
C -1.105133 -0.558619 1.076259 -2.04 2.28 -1.88 0.138
N 0.738729 1.849168 -0.679113 -0.19 0.14 -1.02 -0.397
N 0.874650 0.566903 -0.158987 0.58 -3.02 0.82 -0.217
H 2.548582 2.000908 0.440585 -0.39 -0.54 0.32 0.243
H 0.847191 1.668407 1.500888 2.21 1.21 -1.39 0.201
H -1.790790 0.856971 -1.394860 -0.52 -0.90 -0.62 0.212
H -2.000050 -1.001827 -1.232123 -1.30 1.90 -0.49 0.214
H -3.409880 0.240402 -1.235836 -2.94 0.14 -1.17 0.238
H 1.586784 -1.516905 1.087573 -0.51 0.05 0.46 0.205
H 1.947820 -2.510631 -0.290149 0.57 -0.08 0.46 0.232
H 3.155621 -1.495340 0.511226 1.87 0.33 0.07 0.238
H -3.174730 -0.268148 0.923738 0.79 0.27 0.60 0.317
H -2.151592 1.257063 0.890282 -0.54 -1.77 -0.66 0.256
H 0.989422 -1.099615 -1.493595 -0.34 0.53 0.01 0.209
H 2.400294 -0.091372 -1.473446 0.26 0.10 0.09 0.228
H -1.164390 -0.355360 2.097373 1.32 -0.09 1.82 0.211
H -0.690686 -1.387409 0.609093 0.92 -1.44 -0.44 0.208
H -0.236835 2.030808 -0.537491 -0.48 1.07 0.03 0.352
```
Positions in Å, forces in eV/Å.

Total charge: +1
Kohn-Sham gap (spin up / spin down) (eV): 7.8 / 7.8
Relative energy (zero: lowest compared OMol25 entry of this formula, charge and spin) (kcal/mol): 160.8
Highest occupied orbital energy (spin up / spin down) (Ha): -0.5131 / -0.5130


# 3
Entry from OMol25: a 2-piece molecular cluster, C6H15N2 overall at a distorted geometry (ωB97M-V/def2-TZVPD).

The geometry in XYZ format:
```
23
Properties=species:S:1:pos:R:3:forces:R:3:nbo_charge:R:1
C 0.379214 -1.667786 1.788901 0.97 -1.28 -1.84 0.077
C 0.154071 -1.716085 0.432000 -0.38 0.48 2.30 -0.234
N 1.311797 -1.729257 -0.450265 1.53 -1.20 1.02 -0.662
N -0.534644 -1.672667 2.784183 0.27 0.30 -0.67 -0.745
H 1.422028 -1.876073 2.104608 -0.61 0.46 0.01 0.197
H -0.799403 -1.554973 -0.054173 0.20 -0.11 0.01 0.234
H 1.430403 -0.859206 -0.917014 -0.04 1.36 -0.75 0.440
H 2.205097 -1.860264 0.109373 -1.24 0.00 -0.76 0.445
H 1.285851 -2.462504 -1.168778 -0.05 0.01 0.21 0.441
H -1.413520 -1.304356 2.508084 -0.99 0.11 0.02 0.393
H -0.242719 -1.335631 3.676372 0.27 -0.02 0.49 0.409
C 0.175074 1.871328 -1.461468 -1.22 0.07 0.72 -0.221
C -0.874550 1.448212 -0.721079 0.53 -0.77 0.34 -0.174
C -1.336352 2.144717 0.575644 0.74 -0.38 -1.55 -0.642
C 0.491700 1.435000 -2.887351 -0.04 -0.63 1.32 -0.648
H 0.690589 2.720369 -0.976622 0.00 -0.22 -0.91 0.206
H -1.366831 0.465660 -0.967136 0.03 1.31 -0.16 0.171
H -2.377160 2.451807 0.504479 0.08 0.29 -0.07 0.235
H -1.253210 1.509572 1.416202 -0.10 -1.10 0.94 0.198
H -0.651128 2.949346 0.815779 -0.23 0.54 -0.23 0.221
H 0.010718 0.500539 -3.162582 -0.64 -0.05 0.14 0.203
H 1.529765 1.182492 -3.013207 0.73 0.56 -0.24 0.208
H 0.154516 2.194373 -3.572690 0.20 0.28 -0.36 0.247
```
Positions in Å, forces in eV/Å.

Total charge: +1
Kohn-Sham gap (eV): 9.0
Relative energy (zero: lowest compared OMol25 entry of this formula, charge and spin) (kcal/mol): 59.4
Highest occupied orbital energy (Ha): -0.4563


# 4
Entry from OMol25: an isolated ion of composition C6H15N2 and charge +1 at a distorted geometry (ωB97M-V/def2-TZVPD).

The geometry in XYZ format:
```
23
Properties=species:S:1:pos:R:3:forces:R:3:nbo_charge:R:1
C -0.779629 3.202275 0.049167 0.67 -0.88 -0.42 -0.638
C 0.115990 2.067534 -0.390044 0.06 -0.61 1.57 0.258
N 1.412588 2.387945 -0.673131 -0.12 1.01 -0.48 -0.811
C -0.287371 0.789133 -0.259019 0.16 -0.71 -0.39 -0.395
C 0.606120 -0.357995 -0.653898 0.17 -0.34 0.76 -0.425
C -0.121289 -1.698351 -0.846636 -0.35 0.52 -0.66 -0.439
C -0.875304 -2.183867 0.355695 -1.39 0.09 0.87 -0.216
N 0.100509 -2.615572 1.441966 -0.39 -1.42 -0.61 -0.679
H -0.989596 3.789612 -0.842194 -0.29 0.36 0.23 0.234
H -1.671089 2.749054 0.470966 -0.23 0.32 -0.13 0.228
H -0.265799 3.776004 0.814183 -0.06 0.34 -0.02 0.222
H 1.688350 3.354037 -0.643226 -0.07 -0.03 -0.16 0.398
H 2.156601 1.747141 -0.847274 -0.08 -0.42 -0.03 0.395
H -1.156201 0.514780 0.324637 -0.39 0.51 -0.40 0.189
H 1.081708 -0.159631 -1.615359 0.38 0.09 0.21 0.236
H 1.361946 -0.481432 0.143634 0.45 0.02 -0.40 0.162
H 0.499388 -2.518280 -1.184129 0.69 -0.06 -0.07 0.214
H -0.740552 -1.494646 -1.723239 -0.71 -0.41 0.41 0.264
H -1.564769 -3.025822 0.267092 0.44 -0.26 -0.70 0.233
H -1.546195 -1.452716 0.808825 0.43 0.37 0.02 0.233
H 0.618862 -1.828804 1.824034 0.27 -0.17 0.17 0.454
H 0.688938 -3.345851 1.027712 0.78 0.74 -0.24 0.438
H -0.333204 -3.214546 2.150227 -0.42 0.93 0.49 0.446
```
Positions in Å, forces in eV/Å.

Total charge: +1
Kohn-Sham gap (eV): 7.2
Relative energy (zero: lowest compared OMol25 entry of this formula, charge and spin) (kcal/mol): 37.4
SMILES: C/C(N)=C/CCC[NH3+]
Highest occupied orbital energy (Ha): -0.3991